No. 1
Entry from the OMol25 dataset: 6 unconnected molecules or ions with the total composition C9H30N2O5 at a distorted geometry (ωB97M-V/def2-TZVPD).

The value obtained for the highest occupied orbital energy is -3.862 eV. The energy relative to the best compared isomer or geometry (same formula, charge and spin) comes out at 5.293 eV. The HOMO-LUMO gap comes out at 2.56 eV.

```
! wB97M-V def2-TZVPD RIJCOSX def2/J DEFGRID3
* xyz 0 1
O -0.08 0.71 -1.38
O 4.66 -3.18 -2.94
O -0.49 -8.30 -1.18
O 3.64 -2.70 2.94
O -4.32 -5.71 2.64
N -0.20 -4.37 0.62
N -0.04 1.80 -0.42
C -1.40 2.10 0.26
C 0.46 3.61 -2.24
C 1.04 3.95 0.32
C -0.33 4.37 0.89
C -2.44 2.88 -0.66
C 0.93 2.96 -0.85
C 2.36 2.34 -1.00
C -1.05 3.09 1.44
C -2.04 0.92 0.92
H -3.09 2.10 -1.04
H 4.85 -2.85 -3.81
H 0.00 -5.18 0.06
H 0.64 -4.20 1.16
H -1.02 -4.45 1.21
H 2.37 1.59 -1.79
H 1.37 4.84 -0.22
H 3.98 -2.60 -2.60
H -2.84 1.11 1.64
H -0.40 3.07 -2.62
H 0.23 4.67 -2.17
H 3.83 -1.92 2.41
H -0.95 4.96 0.22
H -3.15 3.53 -0.15
H 2.76 1.85 -0.11
H 1.17 3.45 -3.05
H -2.08 3.40 -1.55
H -1.97 3.57 1.79
H -0.83 -8.72 -0.40
H 4.48 -2.94 3.33
H -1.40 0.33 1.58
H -4.45 -6.60 2.96
H -0.29 -3.70 -0.13
H -0.46 2.66 2.25
H -0.74 -8.88 -1.90
H -5.04 -5.56 2.03
H -0.18 5.12 1.67
H 1.71 3.63 1.12
H -2.38 0.30 0.10
H 3.17 2.96 -1.39
*
```



No. 2
Entry from the OMol25 dataset: a gas-phase ion, C8H14N (charge +1) at a distorted geometry (ωB97M-V/def2-TZVPD).

The value obtained for the highest occupied orbital energy (spin up / spin down) is -12.425 / -12.217 eV. The energy relative to the best compared isomer or geometry (same formula, charge and spin) comes out at 7.894 eV. The HOMO-LUMO gap (spin up / spin down) comes out at 7.52 / 6.98 eV.

```
! wB97M-V def2-TZVPD RIJCOSX def2/J DEFGRID3
* xyz 1 1
N 0.65 0.34 -0.05
C -3.22 0.30 0.07
C 0.93 -1.08 -0.29
C -1.58 -1.71 -0.04
C 1.01 0.90 -1.34
C -1.78 -0.28 -0.06
C 2.16 -1.62 0.34
C -0.85 0.68 0.22
C 1.43 1.02 1.06
H -3.53 0.45 -0.97
H 1.67 -2.23 1.13
H 2.77 -0.82 0.77
H 2.63 -2.50 -0.17
H 0.99 0.51 1.92
H -2.11 -2.30 -0.75
H 0.69 0.31 -2.08
H -3.92 -0.53 0.35
H -0.96 1.68 0.37
H 1.20 2.04 0.99
H -3.18 1.19 0.73
H 2.43 0.79 0.96
H 2.03 1.10 -1.55
H 0.53 1.75 -1.61
*
```



No. 3
Entry from the OMol25 dataset: 2 unconnected molecules or ions with the total composition C4H14N at a distorted geometry (ωB97M-V/def2-TZVPD).

The value obtained for the highest occupied orbital energy (spin up / spin down) is -19.974 / -19.970 eV. The energy relative to the best compared isomer or geometry (same formula, charge and spin) comes out at 2.407 eV. The expectation value of S² is 0.75. The HOMO-LUMO gap (spin up / spin down) comes out at 12.58 / 4.16 eV.

```
! wB97M-V def2-TZVPD RIJCOSX def2/J DEFGRID3
* xyz 2 2
N -1.24 0.99 0.53
C 0.78 -2.45 -1.23
C 0.84 2.11 0.58
C -0.45 2.18 -0.02
C -0.10 -2.22 0.04
H 0.37 -2.70 0.99
H 1.41 1.16 0.37
H -0.11 -1.23 0.43
H -2.15 0.84 0.16
H 0.92 -3.50 -1.44
H -0.55 2.00 -1.09
H 1.84 -2.02 -0.97
H -1.22 -2.62 -0.05
H -1.04 3.11 0.10
H 0.47 -1.95 -2.14
H -0.81 0.05 0.39
H -1.44 1.02 1.52
H 1.46 2.98 0.20
H 1.02 2.25 1.64
*
```



No. 4
Entry from the OMol25 dataset: a single C19H23N3O4S molecule at a distorted geometry (ωB97M-V/def2-TZVPD).

The value obtained for the highest occupied orbital energy is -6.658 eV. The energy relative to the best compared isomer or geometry (same formula, charge and spin) comes out at 20.746 eV. Its SMILES is CCOc1ccc(CC(=O)NNC(=S)Nc2ccc(OC)c(OC)c2)cc1. The HOMO-LUMO gap comes out at 6.81 eV.

```
! wB97M-V def2-TZVPD RIJCOSX def2/J DEFGRID3
* xyz 0 1
S 4.87 1.98 -1.08
O -3.02 -1.02 -1.34
O -2.73 1.39 1.80
O 4.05 -2.45 0.16
O -2.59 2.01 -0.79
N 2.57 -0.90 0.48
N 2.16 1.69 -0.60
N 3.58 -0.04 0.53
C 0.20 -2.27 -1.32
C 1.63 -3.03 0.53
C 0.93 1.55 -0.12
C 0.33 -2.68 0.33
C -0.66 -2.35 1.09
C 2.93 -2.37 0.29
C -1.80 -1.95 0.45
C -1.97 -1.58 -0.79
C -0.34 1.40 2.03
C -4.15 -0.90 -0.48
C 0.79 1.46 1.50
C -1.57 1.47 1.43
C -2.92 1.03 3.14
C -1.03 -1.77 -1.74
C -0.12 1.73 -0.77
C -2.72 2.03 -2.03
C 3.38 1.11 -0.31
C -5.44 -0.56 -1.29
C -1.44 1.83 -0.38
H -0.12 1.69 -1.82
H -2.02 2.91 -2.35
H -2.25 1.30 -2.73
H -1.10 -1.65 -2.71
H -3.95 -0.13 0.20
H -2.71 -1.52 1.24
H -0.36 1.15 3.31
H -0.52 -2.59 2.13
H -4.44 -1.91 0.14
H 1.79 1.37 1.96
H 1.82 -3.98 0.34
H 0.96 -2.29 -1.88
H -3.71 2.20 -2.54
H -2.47 1.92 3.73
H -2.41 0.42 3.53
H -5.15 0.20 -1.89
H 4.56 -0.35 0.67
H 1.59 -3.39 1.73
H 2.10 2.43 -1.38
H -3.94 1.15 3.19
H -6.35 -0.31 -0.87
H -5.80 -1.30 -2.02
H 1.58 -0.63 0.99
*
```



No. 5
Entry from the OMol25 dataset: a single C4H9N3S molecule at a distorted geometry (ωB97M-V/def2-TZVPD).

The value obtained for the highest occupied orbital energy is -8.131 eV. The energy relative to the best compared isomer or geometry (same formula, charge and spin) comes out at 2.643 eV. Its SMILES is CSC(/C=C\N)=N\N. The HOMO-LUMO gap comes out at 8.79 eV.

```
! wB97M-V def2-TZVPD RIJCOSX def2/J DEFGRID3
* xyz 0 1
S 0.63 1.33 -0.67
N -2.28 -0.37 -1.05
N 3.23 -0.42 -0.53
N 1.96 -1.03 -0.12
C -1.65 -1.22 -0.07
C -0.35 -1.35 0.23
C -0.41 1.83 0.64
C 0.82 -0.40 -0.13
H -0.91 2.87 0.59
H -1.33 1.20 0.74
H -3.18 -0.04 -0.69
H 3.95 -1.15 -0.11
H -1.66 0.37 -1.38
H 0.10 -2.18 0.88
H 0.13 1.86 1.51
H -2.39 -1.85 0.40
H 3.34 0.53 -0.25
*
```



No. 6
Entry from the OMol25 dataset: a single C3H5BO2 molecule at a distorted geometry (ωB97M-V/def2-TZVPD).

The value obtained for the highest occupied orbital energy is -8.549 eV. The energy relative to the best compared isomer or geometry (same formula, charge and spin) comes out at 3.190 eV. Its SMILES is O=CC/C=B/O. The HOMO-LUMO gap comes out at 8.69 eV.

```
! wB97M-V def2-TZVPD RIJCOSX def2/J DEFGRID3
* xyz 0 1
O -1.59 -1.76 -0.04
O 2.75 -0.46 0.17
C 0.41 0.81 -0.13
C -0.96 0.53 0.56
C -1.30 -0.61 -0.38
B 1.55 0.02 -0.05
H -1.37 -0.24 -1.35
H -1.58 1.43 0.58
H -0.85 0.10 1.64
H 2.80 -1.32 -0.17
H 0.15 1.50 -0.82
*
```



No. 7
Entry from the OMol25 dataset: a single CF2N2S molecule at a distorted geometry (ωB97M-V/def2-TZVPD).

The value obtained for the highest occupied orbital energy is -9.733 eV. The energy relative to the best compared isomer or geometry (same formula, charge and spin) comes out at 1.453 eV. The HOMO-LUMO gap comes out at 7.86 eV.

```
! wB97M-V def2-TZVPD RIJCOSX def2/J DEFGRID3
* xyz 0 1
S -1.04 0.01 -0.52
F -1.93 1.20 0.13
F -1.96 -1.11 0.17
N 0.62 0.01 0.75
N 2.67 -0.09 -0.55
C 1.65 -0.03 0.02
*
```



No. 8
Entry from the OMol25 dataset: a single C3H7N3S molecule at a distorted geometry (ωB97M-V/def2-TZVPD).

The value obtained for the highest occupied orbital energy is -8.227 eV. The energy relative to the best compared isomer or geometry (same formula, charge and spin) comes out at 2.800 eV. Its SMILES is CN/N=C/C=N\S. The HOMO-LUMO gap comes out at 8.93 eV.

```
! wB97M-V def2-TZVPD RIJCOSX def2/J DEFGRID3
* xyz 0 1
S 1.89 -0.42 -1.58
N -2.29 0.72 1.18
N -1.16 0.09 1.37
N 2.03 -0.75 0.12
C 0.94 -0.71 0.76
C -0.39 -0.26 0.34
C -2.65 1.37 -0.04
H -0.76 -0.16 -0.66
H -3.58 1.86 0.15
H 3.17 -0.58 -1.90
H 0.96 -1.01 1.81
H -1.90 2.11 -0.38
H -2.85 0.58 -0.75
H -2.66 1.20 1.98
*
```



no.,total energy (eV)
1,-23030.1730
2,-9997.1851
3,-5841.9102
4,-43553.5806
5,-19596.9930
6,-7961.5506
7,-20282.6875
8,-18527.6707